DFT (the ωB97M-V functional and the def2-TZVPD basis) results for the ion C5H7N3O2 with charge +2 at a distorted geometry.

Properties
Net charge: +2
E, a.u.: -508.5808
E_LUMO (spin up / spin down), eV: -9.8 / -9.8

Geometry (Å):
1 C -3.145 0.406 -0.659
2 C -1.200 0.499 0.576
3 C 0.094 0.413 0.869
4 C 3.024 -0.596 -0.915
5 C 2.208 -0.207 0.165
6 N -3.450 -1.772 0.182
7 N -3.320 -0.798 -0.283
8 N -2.168 1.083 -0.061
9 O 0.675 0.219 2.007
10 O 1.067 0.270 -0.189
11 H -3.954 0.868 -1.387
12 H 2.327 -0.846 -1.790
13 H 3.733 0.135 -1.444
14 H 3.801 -1.401 -0.721
15 H 2.538 -0.598 1.082
16 H 0.029 0.219 2.808
17 H -2.258 2.106 -0.240

DFT (the ωB97M-V functional and the def2-TZVPD basis) results for a structure of composition C49H44Cl2FINOPRuSb2 at a distorted geometry.

Properties
Net charge: +1
E, a.u.: -4258.1074
2S+1: 2
E_LUMO (spin up / spin down), eV: -2.9 / -3.9

Geometry (Å):
1 Ru -0.420 0.144 -0.108
2 I -2.911 0.742 0.894
3 C -3.747 -0.992 1.692
4 C -4.327 -0.845 2.922
5 C -5.147 -1.863 3.443
6 C -5.408 -2.960 2.679
7 C -4.818 -3.126 1.403
8 C -5.155 -4.250 0.619
9 C -4.601 -4.425 -0.614
10 C -3.620 -3.527 -1.060
11 C -3.240 -2.417 -0.334
12 P -1.651 -1.712 -0.969
13 C -1.981 -1.444 -2.726
14 C -3.276 -1.189 -3.171
15 C -3.502 -0.822 -4.488
16 C -2.437 -0.705 -5.369
17 C -1.143 -0.941 -4.926
18 C -0.910 -1.297 -3.608
19 C -0.702 -3.258 -0.759
20 C -0.585 -3.740 0.547
21 C 0.080 -4.926 0.801
22 C 0.626 -5.653 -0.250
23 C 0.494 -5.191 -1.549
24 C -0.171 -3.998 -1.807
25 C -3.904 -2.155 0.898
26 H -4.191 0.069 3.485
27 H -5.594 -1.742 4.420
28 H -6.083 -3.730 3.033
29 H -5.867 -4.963 1.015
30 H -4.866 -5.273 -1.230
31 H -3.117 -3.750 -1.992
32 H -4.117 -1.277 -2.493
33 H -4.511 -0.625 -4.825
34 H -2.613 -0.417 -6.397
35 H -0.307 -0.825 -5.604
36 H 0.107 -1.410 -3.254
37 H -1.023 -3.186 1.371
38 H 0.171 -5.287 1.818
39 H 1.145 -6.582 -0.054
40 H 0.909 -5.757 -2.372
41 H -0.272 -3.659 -2.827
42 C -1.884 3.997 0.692
43 Sb -0.144 2.750 0.737
44 C 0.422 3.088 2.764
45 C 1.065 4.131 -0.416
46 C 2.077 4.864 0.411
47 C 1.652 5.988 1.122
48 C 2.501 6.677 1.972
49 C 3.810 6.245 2.121
50 C 4.254 5.149 1.399
51 C 3.415 4.453 0.531
52 C 3.956 3.304 -0.258
53 Sb 3.137 1.420 0.399
54 C 4.763 0.181 -0.247
55 C 3.774 1.566 2.448
56 H -2.674 3.666 1.362
57 H -2.260 4.063 -0.328
58 H -1.556 4.985 1.016
59 H 0.989 4.017 2.824
60 H 1.032 2.268 3.141
61 H -0.485 3.174 3.362
62 H 0.317 4.835 -0.786
63 H 1.456 3.583 -1.271
64 H 0.629 6.329 1.001
65 H 2.145 7.548 2.506
66 H 4.489 6.768 2.781
67 H 5.286 4.831 1.492
68 H 5.042 3.252 -0.189
69 H 3.695 3.399 -1.315
70 H 5.684 0.761 -0.211
71 H 4.600 -0.192 -1.256
72 H 4.842 -0.666 0.435
73 H 4.832 1.320 2.537
74 H 3.199 0.874 3.065
75 H 3.616 2.582 2.810
76 Cl 3.136 -2.642 -2.041
77 C 2.721 -2.525 -0.374
78 C 3.420 -3.302 0.562
79 C 3.120 -3.225 1.894
80 Cl 3.982 -4.209 3.023
81 C 2.094 -2.362 2.356
82 C 1.706 -2.228 3.704
83 C 0.680 -1.383 4.031
84 C 0.026 -0.673 3.015
85 N 0.360 -0.772 1.747
86 C 1.392 -1.601 1.399
87 C 1.707 -1.666 0.010
88 O 1.042 -0.932 -0.860
89 H 4.200 -3.965 0.214
90 H 2.221 -2.800 4.463
91 H 0.360 -1.260 5.056
92 H -0.791 0.000 3.249
93 F -0.517 3.485 -5.360
94 C -0.549 2.744 -4.234
95 C -1.716 2.678 -3.502
96 C -1.730 1.910 -2.342
97 C -0.617 1.194 -1.890
98 C 0.534 1.294 -2.687
99 C 0.585 2.061 -3.843
100 H -2.594 3.211 -3.842
101 H -2.670 1.861 -1.800
102 H 1.423 0.740 -2.406
103 H 1.482 2.122 -4.446

DFT (the ωB97M-V functional and the def2-TZVPD basis) results for a structure of composition C14H16BiBrCl2N4O2S.

Properties
Net charge: +2
E, a.u.: -5019.3500
E_LUMO, eV: -7.1

Geometry (Å):
1 Bi -1.381 -1.227 1.285
2 N 0.915 -5.367 0.695
3 C 0.186 -4.319 0.367
4 N -0.788 -4.402 -0.512
5 S 0.610 -2.833 1.202
6 H 0.830 -6.252 0.216
7 H 1.649 -5.283 1.381
8 H -1.002 -5.279 -0.968
9 H -1.172 -3.561 -0.930
10 N 0.505 1.798 1.615
11 C 0.555 1.047 2.711
12 C 1.250 1.519 3.856
13 C 1.292 0.780 4.998
14 C 0.658 -0.481 5.036
15 C 0.019 -0.908 3.923
16 N -0.047 -0.174 2.763
17 H 0.899 2.732 1.608
18 H 0.026 1.512 0.776
19 H 1.737 2.481 3.780
20 H 1.809 1.147 5.874
21 H 0.664 -1.089 5.928
22 H -0.480 -1.872 3.902
23 Br 0.586 3.557 -4.236
24 C 0.026 1.760 -4.065
25 C -0.094 0.956 -5.192
26 C -0.539 -0.354 -5.061
27 C -0.864 -0.860 -3.816
28 C -0.699 -0.054 -2.687
29 C -0.252 1.264 -2.809
30 C -0.969 -0.586 -1.362
31 O -1.405 -1.744 -1.132
32 O -0.739 0.152 -0.313
33 H 0.155 1.359 -6.164
34 H -0.632 -0.976 -5.940
35 H -1.244 -1.865 -3.704
36 H -0.147 1.891 -1.936
37 Cl -1.531 3.866 -0.313
38 C -0.414 5.244 -0.275
39 Cl 1.120 4.849 0.523
40 H -0.887 6.050 0.272
41 H -0.203 5.525 -1.299

DFT (the ωB97M-V functional and the def2-TZVPD basis) results for an isolated molecule of C3H6OS at a distorted geometry.

Properties
E, a.u.: -591.2066
E_LUMO, eV: 0.6

Geometry (Å):
1 O 1.047 1.608 -0.484
2 C 0.003 1.062 0.023
3 C 0.241 -0.362 0.676
4 C -0.228 -1.262 -0.308
5 S -1.268 -0.995 1.131
6 H 1.400 1.139 -1.449
7 H -0.897 1.017 -0.516
8 H -0.254 1.733 0.784
9 H 0.826 -0.490 1.589
10 H -0.880 -1.035 -1.037
11 H 0.011 -2.416 -0.409

DFT (the ωB97M-V functional and the def2-TZVPD basis) results for an isolated molecule of C6H14N2 at a distorted geometry.

Properties
E, a.u.: -346.4809
E_LUMO, eV: 1.0

Geometry (Å):
1 C -2.488 0.625 -0.370
2 C -1.457 -0.163 -0.694
3 C -1.671 -1.599 -1.090
4 N -0.004 0.322 -0.801
5 C 0.794 0.387 0.385
6 C 0.834 -0.920 1.175
7 C 2.302 0.593 -0.328
8 N 0.539 1.479 1.275
9 H -3.509 0.250 -0.345
10 H -2.349 1.648 -0.037
11 H -2.731 -1.827 -1.256
12 H -1.293 -2.280 -0.323
13 H -1.147 -1.817 -2.027
14 H -0.095 1.275 -1.146
15 H 1.074 -1.762 0.520
16 H -0.130 -1.121 1.655
17 H 1.583 -0.877 1.974
18 H 2.439 1.648 -0.583
19 H 3.107 0.313 0.357
20 H 2.471 0.002 -1.233
21 H 1.131 1.452 2.098
22 H 0.598 2.371 0.797

DFT (the ωB97M-V functional and the def2-TZVPD basis) results for a cluster of 2 separate species, H3INPS in total at a distorted geometry.

Properties
E, a.u.: -1093.7200
E_LUMO, eV: -1.0

Geometry (Å):
1 N -0.123 -1.920 0.885
2 P -1.309 -0.836 0.893
3 S -3.262 -0.405 0.528
4 I 0.807 1.321 -1.557
5 H 0.693 -1.442 0.778
6 H -0.924 0.478 1.081
7 H 0.960 1.863 -2.960